Entry 1:
78
Properties=species:S:1:pos:R:3:forces:R:3 method="wB97M-V/def2-TZVPD" charge=+1 gap_ev=2.87 homo_energy_ha=-0.4366 mol_weight_da=820.2
In -0.918580 2.202829 1.051232 0.4 -0.1 -0.3
N 0.863748 5.935782 1.414631 0.8 1.2 0.4
O 1.314059 6.567433 0.483686 -0.1 -0.4 -0.2
O 0.296007 4.836475 1.191826 -0.1 -1.0 -0.3
O 0.949960 6.328298 2.563909 -0.4 -0.5 -0.2
B 1.244499 2.407159 -0.872995 -1.5 -0.2 0.4
H 1.586521 2.997868 0.147572 1.2 -0.4 1.0
H 0.789395 1.318475 -0.615569 -0.4 -0.1 0.6
H 0.371163 3.024075 -1.452759 -0.3 -0.4 -1.2
H 2.219316 2.407389 -1.584054 0.6 1.2 -0.1
C -3.249486 6.404318 -4.326910 0.0 0.6 0.7
C -2.378199 5.906422 -5.464794 0.4 0.7 0.1
O -1.687969 4.835824 -4.878393 -0.1 -0.4 -0.9
C -1.730781 4.922915 -3.531557 -0.6 1.7 -0.4
O -1.083054 4.294423 -2.785580 0.7 -1.3 0.9
O -2.565518 5.911783 -3.159477 -0.3 -0.3 -0.3
F -1.450573 6.881239 -5.793141 -0.1 -0.2 0.2
H -4.283470 6.058201 -4.298401 0.1 -0.2 -0.3
H -3.235041 7.490765 -4.244794 0.0 -0.1 -0.3
H -2.849575 5.675894 -6.415311 -0.2 -0.6 0.2
C 4.772463 4.649251 4.300813 -0.3 -1.0 0.7
C 5.876552 3.639801 3.926081 -0.7 1.8 -0.7
O 5.747629 3.638922 2.523781 0.6 -0.9 0.2
C 4.479105 3.956067 2.169181 0.6 1.8 -0.1
O 4.077856 3.896326 1.055466 -0.6 -0.6 0.1
O 3.868872 4.597839 3.196971 -0.1 -0.7 -0.1
F 5.612677 2.395036 4.386065 0.0 -0.1 0.3
H 5.072645 5.683335 4.449262 0.4 -0.1 0.0
H 4.306578 4.244905 5.202528 -0.3 0.4 -0.1
H 6.847270 4.000534 4.252491 0.3 -0.5 -0.3
C -0.989855 -2.243889 -4.376298 0.3 0.3 -0.8
C -0.685143 -1.044346 -3.764075 -0.8 0.6 1.6
C -1.209907 -0.806632 -2.491296 1.0 -0.1 0.5
C -1.876641 -1.792718 -1.781519 -0.5 -0.1 -1.2
C -2.215196 -2.975405 -2.459216 0.6 -0.7 0.7
C -1.723425 -3.233123 -3.726351 -0.7 1.1 -0.8
C -2.935575 -4.079488 -1.750508 0.0 -0.2 0.2
O -3.217411 -5.114136 -2.302310 -0.1 -0.1 -0.3
C -3.234002 -3.899518 -0.304902 0.2 0.3 0.3
C -3.823201 -4.909269 0.434356 0.3 -0.8 0.4
C -4.045859 -4.766695 1.792896 0.2 0.0 0.2
C -3.789382 -3.556406 2.434008 -0.5 -0.3 -0.8
C -3.224804 -2.540839 1.683873 0.3 0.1 1.2
C -2.874911 -2.722985 0.356099 -0.6 0.2 -0.6
C -2.316889 -1.572593 -0.404770 -0.1 -1.1 0.6
O -2.216250 -0.512137 0.164421 0.6 1.8 0.4
H -0.711772 -2.338971 -5.420391 0.1 -0.4 0.1
H -0.123367 -0.192834 -4.126491 0.1 -0.4 -0.8
H -0.964088 0.118334 -1.980148 -0.1 0.0 -0.1
H -2.112819 -4.045346 -4.324055 0.3 -0.4 0.4
H -4.012581 -5.895521 0.032114 0.0 0.2 -0.5
H -4.347231 -5.648817 2.344464 -0.4 0.2 0.1
H -4.145271 -3.380835 3.438609 0.4 -0.1 0.2
H -2.996578 -1.639855 2.238412 0.0 0.3 -0.5
C -0.301441 -3.535402 4.738120 0.1 -0.2 -0.1
C -0.286825 -4.812848 4.188482 0.4 -0.1 0.5
C 0.175904 -5.034757 2.898851 -1.2 0.1 -0.1
C 0.509964 -3.948930 2.114756 0.0 0.5 -0.6
C 0.492498 -2.649375 2.639413 0.4 -0.6 0.7
C 0.165271 -2.477619 3.984115 0.1 0.7 -0.6
C 0.993651 -1.484580 1.881328 0.6 -0.2 -0.4
O 1.052763 -0.361823 2.336784 -0.4 0.5 0.3
C 1.507105 -1.739985 0.511132 0.3 -0.8 -0.5
C 2.226250 -0.763787 -0.175900 -0.3 1.2 0.5
C 2.617568 -0.905360 -1.506777 0.3 -0.9 0.1
C 2.454976 -2.162306 -2.079338 -1.4 0.0 -0.7
C 1.732983 -3.149788 -1.424048 0.7 -0.3 0.3
C 1.328136 -2.980168 -0.097766 -0.1 0.2 0.1
C 0.784026 -4.152143 0.664127 -0.4 0.3 -0.2
O 0.540676 -5.188466 0.094596 0.1 -0.2 0.0
H -0.673717 -3.413288 5.745827 0.2 0.2 0.1
H -0.554348 -5.632761 4.844829 -0.2 -0.1 -0.3
H 0.025373 -5.988080 2.408323 0.5 -0.2 0.2
H 0.356224 -1.469677 4.336936 -0.5 -0.1 0.4
H 2.473979 0.118804 0.408879 0.0 0.1 -0.3
H 3.070728 -0.118383 -2.091236 0.2 0.1 0.3
H 2.675703 -2.356791 -3.121806 0.4 0.2 0.1
H 1.560642 -4.108044 -1.898304 0.0 0.0 0.0

***

Entry 2:
126
Properties=species:S:1:pos:R:3:forces:R:3 method="wB97M-V/def2-TZVPD" charge=0 gap_ev=9.75 smiles="C[C@H]1COC(=O)O1.C[C@H]1COC(=O)O1.C[C@H]1COC(=O)O1.C[C@H]1COC(=O)O1.C[C@H]1COC(=O)O1.C[C@H]1COC(=O)O1.COC(=O)OC.COC(=O)OC.COC(=O)OC.COC(=O)OC" homo_energy_ha=-0.3708 relative_energy_kcal_mol=243.0 mol_weight_da=972.8
C 3.931143 0.611341 -0.701254 -1.5 -0.2 -0.4
C 5.175143 0.854341 -1.519254 -1.9 -0.4 0.6
C 5.105143 1.911341 -2.559254 0.7 1.0 -1.0
O 6.286143 2.657341 -2.224254 -0.4 2.6 -3.7
C 6.862143 2.270341 -1.163254 3.9 1.0 5.1
O 7.841143 2.739341 -0.549254 -2.6 -0.9 -2.6
O 6.176143 1.288341 -0.620254 -0.2 -1.9 0.4
H 3.895143 1.224341 0.178746 0.5 0.0 0.6
H 3.857143 -0.435659 -0.491254 0.2 -0.5 0.8
H 2.924143 0.783341 -1.108254 0.5 0.3 -1.0
H 5.403143 -0.034659 -2.048254 0.9 -1.3 0.0
H 4.221143 2.552341 -2.422254 0.4 -0.1 -0.4
H 5.275143 1.549341 -3.623254 -0.7 0.5 1.3
C -6.304857 -1.626659 5.370746 0.2 0.0 -3.0
C -5.514857 -1.154659 4.067746 -0.2 0.1 2.6
C -6.168857 -0.367659 2.941746 -0.4 -0.9 1.1
O -5.258857 0.683341 2.726746 0.3 1.1 -1.1
C -4.291857 0.774341 3.678746 0.3 1.6 0.9
O -3.472857 1.698341 3.764746 -2.4 -3.4 -0.2
O -4.544857 -0.240659 4.553746 2.1 1.4 0.0
H -5.860857 -2.406659 5.928746 1.8 0.0 1.1
H -6.943857 -2.326659 4.916746 -2.3 -0.5 -0.8
H -6.840857 -0.914659 5.967746 0.0 0.5 0.0
H -5.002857 -1.984659 3.643746 0.6 -0.9 -0.1
H -7.155857 -0.070659 3.240746 -0.5 1.0 0.2
H -6.338857 -0.977659 2.068746 0.5 0.0 -0.6
C 2.574143 2.208341 -5.277254 -0.6 -0.8 -0.2
C 2.121143 3.105341 -4.118254 2.0 1.8 -2.0
C 0.911143 4.003341 -4.396254 -0.9 -1.4 0.3
O -0.056857 3.215341 -3.717254 -1.9 0.4 0.8
C 0.502143 2.395341 -2.824254 -6.1 -2.6 3.1
O -0.167857 1.725341 -1.983254 2.6 2.6 -3.0
O 1.746143 2.304341 -3.022254 3.9 0.0 0.4
H 3.115143 1.302341 -4.972254 0.5 0.7 0.4
H 3.117143 2.737341 -6.062254 0.1 0.1 0.3
H 1.750143 1.696341 -5.769254 -0.7 0.4 -0.1
H 2.920143 3.852341 -3.959254 0.3 -1.0 1.0
H 0.631143 3.897341 -5.414254 0.0 0.5 -1.1
H 0.795143 5.052341 -4.067254 0.8 -0.6 0.1
C 1.655143 -1.956659 -1.723254 -2.3 0.7 -0.5
C 1.715143 -2.675659 -0.351254 -2.1 -2.2 -2.3
C 0.823143 -3.991659 -0.275254 -0.1 1.4 3.6
O 1.732143 -5.049659 -0.467254 -2.8 -1.4 -1.7
C 2.880143 -4.636659 -0.072254 2.9 -0.7 0.7
O 3.780143 -5.349659 0.280746 -0.3 0.5 -0.3
O 2.938143 -3.314659 -0.124254 2.1 1.9 0.5
H 0.755143 -1.220659 -1.805254 1.7 -1.0 0.9
H 1.411143 -2.572659 -2.609254 0.6 -0.5 0.6
H 2.551143 -1.412659 -1.956254 0.5 0.2 0.1
H 1.390143 -2.037659 0.428746 0.2 0.7 0.8
H -0.088857 -3.978659 -0.795254 -0.7 -0.4 -1.5
H 0.488143 -4.167659 0.806746 0.3 0.8 -1.2
C -3.436857 5.285341 -2.499254 -0.7 -0.7 0.5
C -3.805857 3.771341 -2.822254 1.9 2.2 0.3
C -3.493857 2.806341 -1.706254 2.2 -1.2 1.8
O -4.760857 2.309341 -1.246254 0.9 0.5 -0.5
C -5.658857 2.955341 -1.961254 -6.9 -0.5 1.4
O -6.891857 2.927341 -1.685254 4.6 0.1 -1.3
O -5.158857 3.614341 -3.006254 -1.7 0.1 0.1
H -2.411857 5.477341 -2.759254 0.7 -0.1 0.0
H -3.582857 5.598341 -1.432254 0.0 -0.6 -0.8
H -4.009857 5.976341 -3.118254 -0.3 -0.3 -0.1
H -3.355857 3.509341 -3.762254 0.6 -0.2 -0.3
H -2.975857 3.222341 -0.814254 -0.5 0.4 -0.6
H -2.801857 1.977341 -1.950254 -0.7 0.2 -0.4
C -1.651857 -1.730659 -3.096254 -1.3 -1.7 -1.1
C -2.950857 -2.585659 -3.301254 3.4 1.9 -0.5
C -2.935857 -3.592659 -2.171254 -2.9 -1.0 -1.7
O -3.997857 -3.089659 -1.411254 -1.3 -0.8 2.0
C -4.642857 -2.116659 -2.014254 -2.8 1.0 0.8
O -5.662857 -1.599659 -1.688254 -0.9 -0.2 1.7
O -4.087857 -1.709659 -3.095254 2.9 -1.2 -2.8
H -1.715857 -1.221659 -2.167254 0.4 0.3 1.0
H -1.518857 -1.042659 -3.885254 0.0 1.0 -0.9
H -0.841857 -2.449659 -3.174254 0.4 0.1 0.4
H -2.908857 -3.015659 -4.301254 -0.6 0.0 0.1
H -2.169857 -3.588659 -1.478254 2.3 0.0 0.6
H -3.193857 -4.622659 -2.524254 0.3 0.6 0.4
C -3.343857 -0.397659 0.321746 -1.1 -0.5 0.3
O -2.499857 0.477341 1.072746 2.0 0.2 0.2
C -1.206857 0.225341 0.938746 2.6 -4.8 -4.9
O -0.781857 -0.775659 -0.003254 -2.0 5.6 5.7
O -0.362857 0.950341 1.697746 -1.7 -0.8 -0.9
C 1.045143 0.865341 1.425746 1.2 0.3 -1.3
H -3.166857 -0.403659 -0.741254 0.1 0.8 -0.3
H -4.373857 -0.164659 0.600746 0.3 0.4 -0.3
H -3.178857 -1.412659 0.609746 0.4 -0.7 0.5
H 1.431143 -0.158659 1.436746 -0.4 0.0 0.0
H 1.614143 1.460341 2.157746 -0.9 -0.2 -0.1
H 1.300143 1.311341 0.416746 -0.7 -0.5 1.0
C 3.471143 4.727341 -0.334254 -2.1 0.8 -0.8
O 4.174143 3.895341 0.587746 1.4 -0.1 -1.8
C 3.544143 3.423341 1.603746 -7.2 1.4 4.1
O 2.271143 3.777341 2.011746 7.2 -1.9 -2.5
O 4.296143 2.545341 2.257746 0.8 1.3 -2.2
C 4.049143 2.188341 3.568746 -1.7 0.3 0.6
H 3.564143 5.766341 -0.035254 0.1 0.1 0.4
H 2.398143 4.441341 -0.204254 0.7 0.4 -0.5
H 3.751143 4.776341 -1.455254 0.3 -1.2 2.0
H 4.466143 1.259341 3.695746 1.1 -2.4 0.1
H 2.998143 2.072341 3.713746 -0.8 0.2 0.4
H 4.494143 2.793341 4.321746 0.3 1.2 0.2
C -3.594857 -4.311659 1.529746 -2.7 -1.3 0.1
O -2.211857 -3.937659 1.589746 1.5 1.1 0.4
C -1.860857 -3.229659 2.671746 -5.0 2.6 6.1
O -2.917857 -2.959659 3.663746 6.9 -1.3 -5.8
O -0.551857 -2.768659 2.808746 -3.5 -2.4 -2.4
C -0.160857 -1.776659 3.766746 -0.5 1.5 -2.5
H -4.367857 -3.491659 1.386746 1.6 -0.5 0.4
H -3.836857 -4.884659 2.431746 0.0 0.6 0.1
H -3.890857 -5.081659 0.746746 1.6 1.2 0.2
H -0.109857 -2.244659 4.678746 0.5 -0.6 2.3
H -0.810857 -0.911659 3.752746 -0.8 -0.2 0.3
H 0.745143 -1.350659 3.320746 0.3 -0.7 0.6
C 5.489143 -0.592659 1.630746 0.0 -0.9 0.2
O 4.189143 -1.161659 1.845746 -1.2 -1.7 0.5
C 4.121143 -2.381659 2.492746 5.6 -3.7 2.4
O 5.153143 -3.153659 2.986746 -5.8 5.3 -3.1
O 2.863143 -2.757659 2.626746 -0.7 0.5 -0.2
C 2.482143 -3.877659 3.449746 -0.1 -1.9 0.5
H 5.972143 -0.926659 0.696746 -0.3 0.3 0.7
H 5.938143 -0.859659 2.513746 2.5 -1.9 1.5
H 5.594143 0.435341 1.898746 -1.3 1.3 -1.3
H 2.195143 -3.576659 4.469746 -0.4 0.6 -0.7
H 3.337143 -4.511659 3.676746 0.3 0.0 -0.6
H 1.663143 -4.582659 2.996746 1.5 2.0 0.4